The following is a DFT calculation (ωB97M-V with the def2-TZVPD basis set) of 10 unconnected molecules or ions with the total composition C37H74O17.

XYZ file:
```
128
Properties=species:S:1:pos:R:3:forces:R:3
O -3.926 0.790 -4.259 3.21 3.07 -1.40
C -3.090 1.436 -4.946 -0.46 -1.33 1.09
O -2.087 2.366 -4.557 -3.25 -2.05 -0.61
C -2.163 2.943 -3.243 5.57 -2.70 1.67
C -0.938 3.906 -3.237 -0.42 -0.05 -0.25
C -3.045 1.174 -6.443 0.31 -3.18 -0.87
H -1.824 2.110 -2.390 -1.51 1.95 -2.21
H -3.030 3.443 -3.039 -2.48 0.83 0.45
H -0.092 3.486 -3.846 -0.30 -0.30 1.64
H -0.789 4.299 -2.197 0.55 -0.65 -1.03
H -1.103 4.748 -3.886 -0.79 0.83 -0.10
H -3.292 0.004 -6.675 0.17 3.02 0.79
H -2.167 1.355 -7.065 0.75 0.13 1.01
H -3.710 1.812 -6.972 -1.37 0.35 -0.08
O -4.762 2.992 -0.799 -2.63 -1.36 0.40
C -5.841 2.375 -0.670 4.56 -0.06 1.17
O -6.150 1.661 0.435 -1.00 -0.84 -1.41
C -5.171 1.408 1.432 -3.30 0.12 1.76
C -5.965 1.003 2.720 1.58 2.95 -0.37
C -6.884 2.259 -1.650 -1.23 0.09 0.62
H -4.718 2.347 1.414 1.82 1.19 1.23
H -4.566 0.579 1.268 1.34 -1.18 -1.29
H -6.518 0.136 2.719 -2.37 -1.59 -1.41
H -6.455 1.850 3.220 -0.12 -0.42 -0.31
H -5.303 0.571 3.407 1.97 0.32 1.42
H -7.509 3.071 -1.366 -1.32 0.55 -0.19
H -7.387 1.328 -1.719 -0.70 -0.82 0.97
H -6.588 2.368 -2.616 1.45 1.07 -2.61
O -2.712 0.293 6.621 2.31 1.69 -3.12
C -2.130 0.895 5.690 -0.57 -1.21 0.92
O -1.061 0.433 4.932 -1.67 -0.19 0.23
C -0.547 -0.919 5.164 -2.75 0.03 1.10
C 0.762 -0.928 4.548 4.62 -2.17 0.44
C -2.544 2.238 5.097 -6.30 -6.55 -2.71
H -1.267 -1.795 4.771 1.51 2.21 0.53
H -0.607 -0.921 6.211 0.33 -1.00 1.62
H 1.187 -2.038 4.526 -0.93 2.25 -0.13
H 1.719 -0.250 4.799 -2.69 -1.19 0.35
H 0.505 -0.624 3.598 0.21 0.32 -2.77
H -2.059 3.002 5.304 5.82 6.55 1.85
H -3.488 2.546 5.688 0.61 -0.94 -1.74
H -2.565 2.156 3.868 -0.53 0.19 3.35
O -2.931 -3.094 -0.838 1.06 -2.24 -0.50
C -3.260 -2.011 -0.532 -1.72 2.83 2.36
O -3.541 -1.653 0.795 0.26 0.60 -2.22
C -3.315 -2.572 1.854 -1.30 0.61 -0.93
C -3.716 -1.847 3.098 5.77 -0.41 1.06
C -3.585 -0.900 -1.503 -1.67 1.12 -1.85
H -2.270 -2.841 1.820 0.22 -0.60 0.31
H -4.021 -3.388 1.750 0.41 -0.68 -0.36
H -2.873 -0.979 3.223 -2.26 -1.96 0.37
H -3.570 -2.697 3.826 -0.33 1.51 0.20
H -4.654 -1.440 3.103 -2.39 0.77 -0.07
H -4.730 -0.611 -1.496 2.13 -0.65 0.58
H -3.563 -1.505 -2.515 0.66 2.03 1.57
H -3.049 0.191 -1.396 -0.94 -3.13 -0.55
O 3.605 5.043 0.707 -3.66 -0.74 -0.66
C 2.370 4.782 0.506 5.84 1.78 0.20
O 1.618 5.593 -0.165 -2.59 -0.17 -1.02
C 2.022 6.840 -0.709 -0.09 -6.23 -9.42
C 0.906 7.485 -1.525 2.28 -4.09 -1.81
C 1.736 3.595 1.041 1.41 -1.05 0.85
H 2.900 6.688 -1.402 -0.47 0.16 1.26
H 2.152 7.378 0.013 2.42 6.32 7.86
H 1.307 8.242 -2.081 0.65 2.46 -0.97
H 0.258 7.639 -0.828 -4.34 2.49 3.98
H 0.319 6.865 -2.191 0.60 -0.75 -0.46
H 2.515 3.242 1.717 -0.32 -0.37 0.17
H 1.570 2.785 0.343 -0.44 0.15 -0.39
H 0.898 3.879 1.616 -1.29 0.01 0.37
O 7.566 -4.353 0.126 -3.54 0.12 -0.74
C 6.421 -4.665 -0.281 5.05 -3.12 -0.33
O 5.441 -3.934 -0.663 -1.69 1.34 -0.90
C 5.632 -2.546 -0.737 -0.36 2.26 1.27
C 4.365 -1.728 -0.851 1.89 -0.25 -0.71
C 6.101 -6.153 -0.614 -2.11 0.21 -0.04
H 6.102 -2.159 -1.639 1.41 -0.99 0.21
H 6.063 -2.226 0.214 0.85 -0.06 -0.44
H 4.054 -1.806 -1.842 -0.56 0.51 -2.02
H 4.657 -0.718 -0.586 -0.58 0.12 0.11
H 3.577 -2.170 -0.389 -2.37 -0.74 2.41
H 5.251 -6.213 -1.477 1.97 0.06 2.40
H 5.740 -6.557 0.395 0.22 0.03 -1.64
H 6.976 -6.726 -0.955 -0.22 0.51 0.36
O 3.241 0.826 2.129 3.41 -0.70 -0.58
C 4.279 0.147 2.172 -2.17 -1.44 1.50
O 5.517 0.320 1.593 -2.08 -0.52 2.05
C 5.864 1.647 1.265 3.99 0.90 3.31
C 7.334 1.648 0.827 2.15 2.39 3.28
C 4.213 -1.229 2.993 1.11 0.58 -0.06
H 5.829 2.434 2.131 -0.86 -1.75 -1.49
H 5.365 1.843 0.432 -2.75 1.90 -3.12
H 8.080 1.044 1.456 -1.45 0.82 -0.34
H 7.763 2.772 0.875 -1.11 -2.50 -0.25
H 7.493 1.287 -0.116 0.09 -0.79 -2.65
H 3.208 -1.483 3.327 -0.16 0.46 -0.47
H 4.813 -1.244 3.969 -0.32 0.30 -1.67
H 4.556 -2.033 2.316 0.11 0.28 0.49
C 2.093 -4.932 -1.524 -0.41 -4.16 -1.46
C 1.090 -5.801 -0.729 1.65 -4.24 -0.42
O 1.343 -7.022 -0.473 -1.02 4.05 -0.61
C -0.153 -5.136 -0.283 1.29 0.48 7.65
H 3.105 -5.546 -1.361 -1.90 2.39 -0.21
H 1.770 -4.001 -1.126 1.39 1.55 -0.19
H 1.827 -5.013 -2.694 0.56 0.40 2.74
H -0.831 -5.693 0.428 1.23 -0.54 -0.69
H -0.849 -4.853 -0.909 -2.84 2.01 -4.11
H 0.030 -4.203 0.528 0.08 -1.95 -2.60
C -0.791 -3.440 -3.772 -0.42 -1.26 -1.52
C 0.095 -2.272 -3.599 7.72 -1.11 0.97
O 1.481 -2.415 -3.378 -8.40 0.73 -1.23
C -0.504 -0.976 -3.774 2.05 3.31 -2.30
H -0.068 -4.285 -3.724 -0.99 0.09 -0.49
H -1.450 -3.392 -4.859 1.91 -0.15 3.35
H -1.450 -3.530 -2.870 0.10 0.22 -0.96
H -1.395 -0.765 -3.222 -1.00 -0.31 -0.24
H -0.541 -0.810 -4.963 -0.64 -0.44 2.48
H 0.197 -0.146 -3.487 -0.38 -0.90 -0.05
C 0.323 -0.798 0.269 -1.86 2.22 -0.98
C -0.526 0.506 0.096 3.65 3.38 -3.88
O -0.195 1.337 -1.002 -2.60 -5.12 6.95
C -1.635 0.864 1.135 2.95 0.31 -0.29
H 0.988 -0.794 -0.571 -0.27 -1.08 -1.06
H -0.346 -1.588 0.582 -0.22 -0.74 -1.00
H 1.016 -0.832 1.045 1.10 1.02 2.09
H -1.231 1.623 1.904 -0.51 -0.51 -1.72
H -1.840 0.012 1.826 -0.57 0.46 -1.36
H -2.272 1.260 0.343 -1.42 0.25 1.27
```
Positions in Å, forces in eV/Å.

SMILES = CCOC(C)=O.CCOC(C)=O.CCOC(C)=O.CCOC(C)=O.CCOC(C)=O.CCOC(C)=O.CCOC(C)=O.CC(C)=O.CC(C)=O.CC(C)=O
total charge = 0
HOMO energy = -9.44 eV

The following is a DFT calculation (ωB97M-V with the def2-TZVPD basis set) of a single H3NO2Si molecule.

XYZ file:
```
7
Properties=species:S:1:pos:R:3:forces:R:3
N 0.744 -0.010 0.669 1.01 -1.12 -0.48
O 0.162 -0.607 1.582 0.67 0.21 0.49
O 1.924 0.306 0.643 -1.23 -0.19 0.30
Si -0.633 0.074 -0.578 1.65 -0.16 -0.94
H -1.197 -1.327 -0.815 0.17 1.10 0.39
H -1.150 1.067 0.367 -1.14 0.24 -0.83
H 0.151 0.498 -1.868 -1.14 -0.07 1.07
```
Positions in Å, forces in eV/Å.

SMILES = O=[N+]([O-])[SiH3]
total charge = 0
HOMO energy = -10.57 eV

The following is a DFT calculation (ωB97M-V with the def2-TZVPD basis set) of a molecular structure, C49H60NO2P2S2Sb2Ta.

XYZ file:
```
119
Properties=species:S:1:pos:R:3:forces:R:3
Ta 0.066 -0.235 -0.134 0.84 -0.92 0.57
N 1.214 0.048 1.823 -0.09 0.13 0.00
C 1.019 -0.614 3.111 0.09 0.12 -0.07
C 1.509 0.104 4.200 -0.01 -0.09 0.00
C 1.449 -0.409 5.478 -0.03 -0.02 -0.01
C 0.880 -1.662 5.657 0.03 0.03 -0.03
C 0.375 -2.353 4.574 -0.04 0.01 0.01
C 0.423 -1.865 3.256 -0.11 -0.06 -0.09
C -0.277 -2.628 2.168 0.00 0.15 0.18
C -0.671 -3.941 2.448 0.02 -0.09 -0.01
C -1.498 -4.663 1.606 0.03 0.01 0.02
C -1.994 -4.055 0.464 -0.04 0.11 0.19
C -1.583 -2.764 0.174 0.00 -0.11 -0.16
C -0.673 -2.034 0.952 -0.04 0.02 -0.12
H 1.092 1.045 2.014 0.07 -0.06 0.00
H 2.201 -0.041 1.582 -0.02 0.02 0.06
H 1.935 1.085 4.023 0.02 0.02 0.02
H 1.826 0.163 6.313 0.01 -0.01 0.03
H 0.806 -2.097 6.644 0.00 0.01 0.03
H -0.117 -3.292 4.771 0.01 0.01 0.02
H -0.312 -4.440 3.336 -0.01 -0.02 -0.02
H -1.762 -5.682 1.858 -0.01 -0.02 -0.01
H -2.683 -4.571 -0.192 -0.01 -0.01 -0.01
H -1.986 -2.320 -0.727 0.00 -0.01 -0.03
C -1.549 -1.096 -6.850 0.01 0.00 -0.08
C -0.772 -1.556 -5.646 0.03 0.06 0.11
O -0.938 -0.566 -4.585 0.03 -0.08 -0.16
P -1.147 -1.062 -3.097 -0.27 0.31 0.14
S -1.435 0.600 -2.007 -0.27 0.01 -0.23
S 0.315 -2.149 -2.363 0.06 0.13 0.17
O -2.456 -1.954 -3.125 -0.03 -0.12 -0.09
C -3.731 -1.347 -3.483 0.09 0.01 0.02
C -4.662 -2.452 -3.902 -0.09 -0.04 -0.02
H -1.407 -1.803 -7.667 0.00 0.00 -0.01
H -1.209 -0.115 -7.181 0.01 0.00 0.01
H -2.616 -1.037 -6.633 -0.01 -0.01 0.02
H 0.297 -1.626 -5.845 0.00 0.00 -0.03
H -1.120 -2.528 -5.290 -0.01 0.00 -0.01
H -3.567 -0.623 -4.284 -0.02 -0.02 -0.01
H -4.088 -0.811 -2.605 -0.05 0.03 0.04
H -4.296 -2.963 -4.792 0.03 0.00 0.00
H -5.646 -2.040 -4.127 0.00 0.02 0.00
H -4.775 -3.185 -3.104 0.01 0.00 0.01
C 3.935 -1.949 1.663 0.07 -0.01 0.07
Sb 2.512 -2.398 0.143 -0.36 0.29 -0.19
C 2.109 -4.397 0.700 -0.02 -0.10 0.01
C 3.923 -2.897 -1.405 0.16 0.00 -0.05
C 5.045 -1.914 -1.545 -0.08 -0.05 0.02
C 6.253 -2.153 -0.890 0.02 0.00 0.02
C 7.312 -1.266 -0.975 -0.01 0.05 -0.04
C 7.181 -0.114 -1.739 -0.04 -0.07 0.01
C 5.991 0.129 -2.403 0.04 0.00 0.02
C 4.914 -0.751 -2.312 -0.15 0.02 -0.08
C 3.639 -0.427 -3.032 0.14 -0.09 -0.13
Sb 2.233 0.679 -1.866 -0.21 0.09 0.24
C 1.518 1.919 -3.422 -0.03 0.11 -0.05
C 3.586 2.047 -0.963 0.09 0.02 0.00
H 4.641 -2.776 1.714 0.04 0.01 0.04
H 3.432 -1.850 2.624 0.01 0.00 0.03
H 4.486 -1.036 1.434 0.01 0.01 -0.01
H 2.997 -4.980 0.460 -0.03 -0.06 0.02
H 1.245 -4.786 0.165 -0.02 0.01 -0.01
H 1.914 -4.438 1.767 0.00 -0.03 0.04
H 3.365 -3.047 -2.328 0.00 0.00 -0.02
H 4.310 -3.867 -1.090 0.02 -0.01 -0.04
H 6.365 -3.065 -0.315 0.00 -0.02 0.01
H 8.239 -1.481 -0.462 0.02 0.00 0.02
H 8.004 0.581 -1.830 0.03 0.02 0.00
H 5.893 1.015 -3.019 0.00 0.02 -0.01
H 3.115 -1.301 -3.415 0.04 -0.02 0.00
H 3.832 0.240 -3.873 0.05 -0.04 -0.02
H 2.380 2.351 -3.929 -0.04 0.03 -0.03
H 0.898 2.707 -2.997 -0.01 0.01 -0.04
H 0.917 1.337 -4.118 0.01 0.00 0.01
H 4.115 2.590 -1.744 0.03 0.05 0.02
H 4.315 1.516 -0.352 0.01 -0.02 0.01
H 3.036 2.751 -0.343 0.01 0.03 0.01
C -3.148 -1.778 3.419 0.05 -0.04 0.00
C -3.780 -0.462 3.757 -0.04 0.05 0.06
C -4.762 -0.447 4.752 0.03 0.01 -0.06
C -5.430 0.710 5.099 -0.05 0.04 0.03
C -5.142 1.898 4.438 0.03 -0.06 0.00
C -4.174 1.900 3.454 0.01 0.04 0.01
C -3.465 0.739 3.116 -0.01 0.00 0.01
P -2.216 0.946 1.773 -0.01 -0.07 -0.29
C -3.273 1.878 0.596 -0.06 0.04 0.08
C -3.101 3.237 0.353 0.04 0.07 -0.05
C -3.909 3.912 -0.551 -0.02 -0.07 0.04
C -4.920 3.226 -1.204 0.00 0.01 0.00
C -5.119 1.879 -0.941 0.01 0.02 -0.01
C -4.311 1.186 -0.046 -0.02 0.00 -0.01
C -4.600 -0.258 0.249 -0.02 -0.05 -0.03
C -1.076 2.194 2.452 -0.10 -0.05 0.15
C -1.074 2.631 3.774 0.03 0.02 -0.01
C -0.082 3.490 4.234 -0.02 -0.01 -0.05
C 0.911 3.917 3.367 -0.02 -0.01 -0.01
C 0.918 3.478 2.049 0.05 0.03 0.01
C -0.064 2.610 1.574 0.10 0.00 -0.13
C -0.034 2.048 0.190 -0.13 0.04 -0.14
H -3.885 -2.580 3.473 -0.01 0.00 0.02
H -2.352 -2.019 4.126 0.02 0.01 0.02
H -2.719 -1.785 2.423 0.03 0.02 -0.09
H -5.011 -1.378 5.247 0.00 -0.02 0.01
H -6.189 0.686 5.870 0.00 0.00 0.01
H -5.674 2.808 4.678 -0.01 0.02 0.01
H -3.967 2.822 2.925 0.01 0.00 0.03
H -2.325 3.784 0.876 -0.01 -0.01 0.00
H -3.752 4.967 -0.731 0.00 0.02 -0.01
H -5.562 3.741 -1.906 -0.01 0.00 -0.02
H -5.928 1.351 -1.433 0.00 -0.01 -0.01
H -5.282 -0.680 -0.489 -0.01 0.01 -0.02
H -5.069 -0.371 1.229 0.00 0.01 0.01
H -3.692 -0.865 0.257 0.09 -0.03 0.00
H -1.836 2.290 4.459 -0.05 -0.01 0.01
H -0.091 3.819 5.264 0.00 0.00 0.01
H 1.684 4.590 3.715 0.01 0.02 0.00
H 1.696 3.814 1.372 0.01 0.02 0.01
H 0.796 2.494 -0.366 0.01 0.10 0.06
H -0.928 2.388 -0.335 0.04 0.03 -0.01
```
Positions in Å, forces in eV/Å.

2S+1 = 2
total charge = +1
HOMO energy (spin up / spin down) = -9.31 / -10.23 eV
expectation value of S² = 0.76

For the records above, the corresponding relative energy (zero: lowest compared OMol25 entry of this formula, charge and spin) values read 362.23; 17.56; 7.76 kcal per mole.
For the records above, the corresponding max |F| values read 0.220; 0.037; 0.027 Eh/bohr.